{
  "formula": "C38H46IrP2Si",
  "method": "wB97M-V/def2-TZVPD",
  "species": ["Ir", "C", "C", "C", "C", "C", "C", "C", "C", "C", "H", "H", "H", "H", "H", "H", "H", "H", "H", "H", "H", "H", "H", "H", "H", "P", "P", "C", "C", "C", "C", "C", "C", "C", "C", "C", "C", "C", "C", "C", "C", "C", "C", "C", "C", "C", "C", "C", "C", "C", "C", "C", "C", "H", "H", "H", "H", "H", "H", "H", "H", "H", "H", "H", "H", "H", "H", "H", "H", "H", "H", "H", "H", "H", "H", "C", "Si", "C", "C", "H", "H", "H", "H", "H", "H", "H", "H", "H"],
  "coordinates": [[-0.21375, 0.54358, -1.15507], [-2.73153, 1.18184, 2.34191], [-1.58098, 1.05236, 2.99746], [-1.08819, -0.21133, 3.60390], [-0.82103, -1.60017, 2.92380], [-1.33555, -2.15702, 1.62988], [-2.58223, -2.07809, 1.19785], [-3.69543, -1.39879, 1.90930], [-3.76998, 0.13086, 2.37150], [-0.34651, 0.05161, -3.01826], [-2.76496, 1.98530, 1.56163], [-0.77287, 1.88846, 2.84633], [-1.70145, -0.49658, 4.46044], [-0.07815, 0.10173, 3.95922], [0.25749, -1.78526, 2.92529], [-1.37336, -2.22001, 3.62718], [-0.56788, -2.55304, 0.90709], [-2.75367, -2.31432, 0.11151], [-3.78239, -1.92042, 2.87618], [-4.58417, -1.43660, 1.24121], [-4.58956, 0.41595, 1.68158], [-4.08546, -0.01179, 3.44539], [-1.20281, 0.72105, -3.18312], [-0.57574, -0.96832, -2.54664], [0.74108, 0.46268, -2.90302], [0.91825, 1.59803, 0.34780], [1.29833, -1.27673, -0.89880], [1.23703, 0.05640, 1.39750], [1.68856, -1.08133, 0.80979], [2.67512, 2.00868, 0.03763], [3.55892, 1.66488, 1.05230], [4.83963, 2.16296, 1.02857], [5.27336, 3.04275, 0.03894], [4.32375, 3.44330, -0.89388], [3.02827, 2.97268, -0.90049], [0.06576, 3.08779, 0.97977], [-0.85714, 3.77605, 0.18355], [-1.50447, 4.84110, 0.80922], [-1.11841, 5.22519, 2.10094], [-0.04486, 4.63240, 2.81601], [0.62045, 3.57266, 2.18814], [3.08357, -1.80123, -1.58903], [4.05454, -0.79875, -1.71187], [5.32575, -1.08814, -2.21277], [5.70860, -2.36998, -2.61300], [4.74761, -3.37293, -2.49898], [3.46684, -3.09312, -2.01227], [0.67413, -3.06442, -1.16753], [-0.10999, -3.33273, -2.31988], [-0.79204, -4.54613, -2.41952], [-0.65105, -5.51368, -1.44313], [0.21080, -5.31580, -0.38376], [0.89420, -4.10234, -0.22160], [1.35630, 0.36642, 2.42630], [2.24053, -1.87288, 1.27467], [3.30257, 1.03128, 1.88699], [5.54538, 1.85017, 1.78165], [6.32956, 3.36375, 0.00024], [4.66704, 4.15296, -1.64164], [2.29087, 3.38325, -1.58437], [-0.99082, 3.37027, -0.83570], [-2.33329, 5.33392, 0.33004], [-1.69330, 6.01752, 2.58142], [0.29461, 4.91743, 3.80699], [1.53032, 3.04941, 2.54316], [3.86003, 0.23493, -1.43257], [6.08103, -0.32322, -2.27433], [6.72828, -2.61531, -2.94730], [5.03634, -4.38920, -2.76349], [2.80127, -3.95901, -1.99306], [-0.30493, -2.53609, -3.07371], [-1.50529, -4.69903, -3.21852], [-1.24196, -6.40989, -1.47390], [0.32196, -6.07738, 0.36374], [1.52656, -3.98021, 0.67736], [-4.88094, 1.35097, -0.30102], [-3.14520, 0.74023, -1.15911], [-3.98107, -0.88840, -1.84054], [-3.09200, 2.05308, -2.53423], [-5.59243, 0.57319, 0.02593], [-5.41177, 1.90147, -1.09146], [-4.74290, 2.07606, 0.51886], [-4.48124, -0.70963, -2.78392], [-3.15889, -1.55429, -2.02011], [-4.68336, -1.40888, -1.18454], [-4.00984, 2.65567, -2.42891], [-2.21538, 2.69171, -2.41699], [-3.06447, 1.59844, -3.53412]],
  "forces_ev_per_angstrom": [[-0.76, -0.71, 2.73], [1.26, -0.11, -1.50], [1.81, 1.26, -2.00], [1.09, 0.46, 1.02], [-0.61, -0.71, -0.03], [1.42, 1.04, -1.35], [0.03, 1.24, -2.16], [-0.11, 0.05, 0.26], [-1.46, -0.71, 0.07], [-0.71, -0.33, -1.88], [-0.53, -0.31, 1.23], [-1.95, -1.75, 0.60], [0.12, 0.51, 0.27], [-0.75, -0.60, 0.49], [-0.38, -0.21, 0.54], [0.81, -0.69, 0.42], [-1.01, 0.23, 1.09], [0.02, -0.35, 1.29], [-0.68, -0.31, -0.60], [0.36, -0.81, 0.98], [0.35, 0.49, 1.61], [-0.19, 0.74, -1.16], [0.59, -0.44, -1.52], [-0.01, 1.11, -1.68], [-1.08, -0.37, -1.23], [0.72, 0.54, -0.09], [1.37, -3.21, -1.01], [0.91, 0.76, -0.30], [-0.76, 1.47, 0.80], [-1.25, 0.66, 1.13], [0.52, 0.04, -0.11], [1.22, 0.16, 0.01], [-0.21, -0.60, 0.18], [1.15, 0.76, -0.78], [-0.14, -0.21, 0.10], [2.35, -0.13, 0.32], [0.36, -1.07, 0.77], [0.46, -0.20, 0.25], [0.09, -0.09, 0.63], [0.19, -0.53, -1.09], [-0.94, 0.10, -0.54], [-0.22, 2.54, 0.44], [-1.99, -0.45, 0.51], [1.44, -0.07, -0.36], [-0.57, -1.94, -0.07], [2.79, 0.54, -0.68], [-1.07, -0.59, 0.08], [-0.28, 0.25, 0.38], [-0.09, 0.75, 0.63], [-0.01, 0.31, -0.14], [-0.02, 0.11, -0.03], [0.60, 0.74, 0.24], [-0.34, 0.28, -0.38], [0.07, -0.85, 0.44], [0.01, -0.17, 0.79], [-0.10, -0.11, -0.15], [0.04, -0.02, 0.23], [-0.86, -0.01, 0.01], [-0.35, 0.01, -0.03], [0.12, -0.16, -0.07], [-0.50, 0.57, 0.68], [0.01, 0.27, -0.13], [0.23, -0.15, -0.11], [-0.33, 0.42, -0.20], [-0.77, 0.58, 0.35], [-0.18, -0.17, 0.03], [0.00, 0.42, 0.06], [-0.64, 0.34, 0.12], [-0.31, 0.16, 0.06], [-0.19, 0.53, 0.17], [0.32, -1.04, 0.56], [0.15, -0.01, -0.15], [-0.09, -0.27, -0.15], [0.07, -0.25, 0.22], [-0.44, 0.11, -0.63], [0.89, 0.59, 0.23], [-4.37, -0.34, 0.13], [1.23, 0.23, 0.31], [0.49, 0.05, -0.08], [0.65, 0.08, -0.11], [0.29, -0.19, -0.01], [-0.19, -0.22, -0.28], [-0.06, 0.31, -0.28], [0.29, -0.88, -0.47], [0.21, 0.40, 0.21], [0.52, -0.22, -0.06], [-0.11, 0.25, -0.30], [0.00, 0.10, 0.22]],
  "lowdin_charge": [0.693, -0.126, -0.115, -0.177, -0.170, -0.121, -0.122, -0.155, -0.178, -0.265, 0.082, 0.093, 0.117, 0.101, 0.084, 0.115, 0.065, 0.096, 0.120, 0.102, 0.047, 0.137, -0.032, -0.037, 0.028, 0.812, 0.954, -0.266, -0.323, -0.378, -0.122, -0.066, -0.044, -0.070, -0.082, -0.396, -0.094, -0.050, -0.034, -0.032, -0.107, -0.185, -0.005, 0.052, 0.012, 0.022, 0.042, -0.373, -0.091, -0.051, -0.053, -0.052, -0.111, 0.073, 0.088, 0.098, 0.114, 0.130, 0.118, 0.118, 0.069, 0.113, 0.118, 0.118, 0.116, 0.101, 0.139, 0.145, 0.140, 0.127, 0.091, 0.119, 0.118, 0.115, 0.118, -0.212, 0.679, -0.215, -0.239, 0.035, 0.028, 0.021, 0.039, -0.025, 0.032, 0.043, -0.006, 0.043],
  "energy_ev": -69417.877,
  "charge": 2,
  "s_squared": 8.7849,
  "homo_energy_ha": [-0.4217, -0.4767],
  "spin_multiplicity": 6
}